13
Properties=species:S:1:pos:R:3:nbo_charge:R:1 method="wB97M-V/def2-TZVPD" de_lowest_kj_mol=177.4 homo_energy_ev=-7.52 homo_lumo_gap_ev=8.2 lumo_energy_ev=0.663
N 0.91889 0.66216 0.51622 -0.677
C 1.16210 -0.62394 -0.70804 0.618
O 2.32848 -0.79838 -0.94876 -0.626
C -0.12643 -0.96265 -0.92475 -0.544
C -1.18571 -0.06863 -0.35305 -0.413
C -0.50674 0.49106 0.90485 -0.217
H 1.59644 0.45595 1.24529 0.407
H 1.19692 1.54556 0.08716 0.401
H -0.33723 -1.85710 -1.49011 0.237
H -1.48935 0.75261 -1.02583 0.189
H -2.10697 -0.61543 -0.11555 0.217
H -0.54728 -0.28527 1.67633 0.209
H -0.92906 1.41636 1.30691 0.198